C4H8OS | the ωB97M-V functional and the def2-TZVPD basis

CARTESIAN COORDINATES (ANGSTROEM)
C  -0.497  1.783  -0.475
C  -0.613  0.506  -0.187
O  -1.710  -0.049  0.325
C  -1.923  -1.358  -0.158
S  1.127  -0.718  -0.735
C  2.258  -0.049  0.477
H  0.275  2.420  -0.789
H  -1.269  2.510  -0.367
H  -2.058  -1.264  -1.341
H  -2.797  -1.582  0.429
H  -1.209  -2.148  0.038
H  3.082  -0.603  0.543
H  1.870  -0.002  1.393
H  2.487  1.066  0.307

Results
HOMO ... -8.65 eV
Energy ... -17156.940 eV
Gap between HOMO and LUMO ... 9.3 eV
SMILES ... C=C(OC)SC
Relative energy (zero: lowest compared OMol25 entry of this formula, charge and spin) ... 338.6 kJ/mol